[1]
81
Properties=species:S:1:pos:R:3:forces:R:3:mulliken_charge:R:1 method="wB97M-V/def2-TZVPD" total_energy_ha=-3227.1095 e_above_lowest_ev=0.2630
K -0.26996 0.77405 0.43199 -0.041 0.023 -0.856 1.34
N 2.39496 2.94904 8.07741 0.031 0.038 0.022 -0.60
C 2.01714 2.24982 6.93247 -0.053 -0.056 -0.096 1.07
C 1.99814 0.85465 6.92845 -0.003 0.050 -0.006 -0.71
C 1.59000 0.16250 5.80327 0.030 -0.183 0.020 -0.34
C 1.18324 0.84639 4.67394 -0.113 -0.121 -0.284 -0.54
C 1.18811 2.23182 4.66991 -0.058 0.071 -0.140 -0.40
C 1.60155 2.93342 5.78670 0.023 -0.057 0.070 -0.87
S 0.68613 -0.04797 3.20992 0.193 -0.092 0.882 1.69
O 0.69928 -1.45414 3.52801 0.079 -0.044 0.052 -0.81
O -0.62535 0.47687 2.83921 -0.276 0.094 0.361 -0.74
N 1.63438 0.37905 2.02076 -0.007 -0.133 -0.023 -0.12
C 2.95486 0.12537 2.05156 0.838 0.333 0.456 0.03
N 3.64570 0.42882 0.92437 -0.426 -0.115 -0.034 -0.50
C 4.95349 0.26234 0.95994 0.145 -0.162 0.033 -0.15
C 5.63588 -0.19808 2.07764 0.052 0.058 -0.058 -0.71
C 4.85080 -0.46360 3.18667 -0.028 -0.076 -0.088 -0.16
N 3.53941 -0.30819 3.19324 -0.148 -0.106 -0.149 -0.40
H 2.99637 2.43437 8.70104 -0.005 0.033 0.007 0.23
H 2.73784 3.88078 7.90474 0.003 -0.012 0.033 0.23
H 2.31490 0.31265 7.81153 0.004 -0.004 0.017 0.28
H 1.59866 -0.91841 5.77915 0.008 -0.015 0.019 0.50
H 0.86945 2.76335 3.78186 0.002 0.020 0.000 0.42
H 1.60380 4.01682 5.77963 -0.004 0.014 -0.006 0.28
H 5.48556 0.49529 0.04078 0.017 0.027 0.029 0.44
H 6.70657 -0.33528 2.08229 0.015 0.016 -0.002 0.39
H 5.29077 -0.82741 4.11120 0.017 0.032 0.005 0.41
N -1.69541 -1.45094 -2.56698 -0.056 -0.105 -0.181 0.08
P -0.38289 -0.35018 -2.57823 0.124 0.157 0.084 0.40
C 1.09065 -1.40858 -2.74739 -0.024 -0.030 -0.001 0.26
C 2.02350 -1.36189 -1.71751 0.068 -0.154 0.028 -0.04
C 3.15415 -2.16728 -1.76602 0.117 -0.035 0.069 -0.43
C 3.35722 -3.02104 -2.83728 0.029 0.033 0.070 -0.56
C 2.42756 -3.07425 -3.86845 -0.068 -0.014 -0.085 -0.68
C 1.30191 -2.27093 -3.82408 0.021 -0.013 0.011 -0.41
C -0.57269 0.26850 -4.27854 -0.090 0.042 -0.057 0.26
C -1.83468 0.46563 -4.83799 0.069 -0.012 0.049 -0.55
C -1.96593 1.04967 -6.08805 -0.063 0.020 -0.070 -0.56
C -0.84249 1.45447 -6.79148 -0.039 0.017 -0.045 -0.45
C 0.41557 1.27410 -6.23740 0.062 0.012 -0.006 -0.61
C 0.55111 0.68808 -4.98983 -0.010 -0.008 0.007 -0.56
C -2.19324 -2.02582 -1.40982 -0.149 -0.209 0.099 0.22
C -3.15372 -3.04665 -1.50524 0.058 0.068 0.035 -0.88
C -3.62986 -3.61179 -0.34395 0.087 0.083 0.007 -0.45
C -3.14757 -3.15720 0.87984 -0.029 -0.033 0.080 -0.93
C -2.20554 -2.14816 0.87552 -0.078 -0.040 0.096 -0.20
N -1.73486 -1.58520 -0.24141 0.046 0.043 -0.207 0.35
H -1.87591 -1.98758 -3.40470 -0.015 0.033 0.016 0.34
H 1.89143 -0.72032 -0.85339 0.000 0.088 -0.069 -0.01
H 3.86894 -2.12046 -0.95494 0.020 -0.006 0.006 0.45
H 4.23829 -3.64872 -2.87348 0.008 0.002 0.013 0.39
H 2.58629 -3.74052 -4.70679 -0.008 0.000 -0.010 0.39
H 0.58688 -2.29974 -4.63885 -0.002 -0.012 -0.015 0.37
H -2.71782 0.16663 -4.28833 -0.027 -0.005 0.008 0.37
H -2.95162 1.19040 -6.51276 -0.008 0.004 -0.008 0.40
H -0.94638 1.90992 -7.76726 -0.004 0.005 -0.014 0.38
H 1.29740 1.58841 -6.78011 0.012 0.005 -0.006 0.39
H 1.53899 0.54589 -4.56921 0.008 0.006 0.000 0.44
H -3.50205 -3.37846 -2.47450 0.003 0.014 -0.025 0.42
H -4.36526 -4.40440 -0.38836 -0.012 -0.007 0.003 0.41
H -3.48451 -3.58372 1.81313 0.007 0.003 0.016 0.48
H -1.79150 -1.77217 1.80573 0.015 0.025 0.009 0.29
O -1.82491 2.45131 -0.48669 -0.167 0.389 -0.209 -0.44
C -2.65324 3.25976 -0.11489 -0.198 0.200 -0.062 0.31
C -3.50645 4.03486 -1.08200 0.129 -0.078 -0.005 -0.92
C -4.63540 3.03124 -1.41243 -0.103 0.047 -0.021 -0.23
C -5.31828 2.33942 -0.21413 -0.032 -0.075 -0.080 -1.06
C -4.45614 1.33419 0.57670 -0.062 0.015 0.028 0.16
C -3.59236 1.99582 1.65756 0.109 -0.056 0.199 -0.63
N -3.08748 3.30330 1.19179 -0.069 -0.017 0.000 -0.23
H -2.95172 4.29233 -1.98240 0.005 -0.005 0.017 0.36
H -3.90898 4.94374 -0.63168 -0.018 -0.007 0.027 0.33
H -4.21227 2.25713 -2.05719 0.011 -0.005 -0.007 0.07
H -5.39552 3.55509 -1.99596 0.003 -0.032 0.004 0.41
H -6.17633 1.79938 -0.62032 0.001 0.019 0.012 0.42
H -5.73599 3.09051 0.46641 -0.011 0.009 0.005 0.32
H -3.82560 0.77630 -0.11957 0.021 -0.010 -0.024 -0.17
H -5.10072 0.59770 1.06089 -0.006 0.006 -0.016 0.56
H -2.75872 1.36782 1.96912 -0.033 -0.043 -0.003 -0.18
H -4.18772 2.19048 2.55027 0.033 0.028 -0.010 0.49
H -3.77843 4.02509 1.33385 0.022 0.008 -0.025 0.40


[2]
45
Properties=species:S:1:pos:R:3:forces:R:3:mulliken_charge:R:1 method="wB97M-V/def2-TZVPD" total_energy_ha=-1761.0276 e_above_lowest_ev=2.7211
C 2.56378 1.06484 2.29589 -0.217 1.102 -0.178 -0.58
C 2.95903 1.63960 1.05271 -0.679 1.308 1.637 -0.19
C 1.80715 2.31233 0.49358 -0.535 1.216 2.830 -0.48
H 3.96537 1.68934 0.65142 -0.322 -0.301 0.033 0.40
C 0.71625 2.13692 1.41578 1.294 0.477 -0.828 -0.40
C 1.17445 1.33595 2.49801 0.206 -0.348 0.088 -0.60
H 0.57902 1.03940 3.36420 0.260 -0.014 -0.415 0.48
H 3.21389 0.54111 2.99094 -0.248 0.036 -0.264 0.56
H 1.80306 3.03074 -0.32654 -0.063 -0.510 0.271 0.59
H -0.26792 2.59821 1.31336 0.323 -0.403 -0.025 0.48
C 1.91269 -2.15083 -0.68062 0.004 -0.668 0.734 -0.39
C 3.14063 -1.58931 -0.22181 -0.039 -1.129 0.300 -0.57
C 3.11691 -1.58826 1.20222 -0.168 -0.790 -0.131 -0.51
H 4.00070 -1.34701 -0.84170 -0.355 0.110 0.165 0.54
C 1.85616 -2.11063 1.63400 0.113 -0.129 -0.389 -0.62
C 1.10261 -2.45775 0.46129 0.734 -0.002 -0.140 -0.30
H 0.10717 -2.92483 0.44081 0.588 0.414 0.036 0.46
H 1.67482 -2.40415 -1.71491 -0.046 0.471 0.403 0.43
H 3.95359 -1.31102 1.84157 -0.395 0.004 -0.222 0.60
H 1.53821 -2.26786 2.67172 0.151 0.218 -0.579 0.45
Sc 1.49223 -0.02936 0.44226 -0.090 0.936 -1.394 -0.18
O -1.45648 0.10368 0.55564 0.698 -0.473 -3.484 -0.32
C -1.48728 0.59836 -0.92100 -3.357 -0.185 4.671 -0.47
C -2.72802 0.67708 -0.00324 3.892 0.786 2.175 0.19
H -0.99907 1.48498 -1.12225 1.285 1.510 -0.160 0.36
H -1.52238 -0.13378 -1.66631 0.176 -1.138 -0.750 0.28
H -2.76944 1.44355 0.82926 -1.006 0.242 -2.118 0.25
H -5.22564 1.15366 0.76713 -0.067 -0.602 -0.203 0.32
C -5.12443 0.15843 0.30302 1.317 0.475 -0.182 -0.38
C -3.82319 -0.23780 -0.10811 -2.594 -1.976 -0.890 0.42
C -3.68994 -1.51330 -0.73956 0.019 1.044 0.375 -0.31
H -2.69107 -1.83469 -1.05594 -0.469 0.000 0.137 0.18
C -4.80745 -2.31200 -0.97003 0.042 -0.079 0.111 -0.60
H -4.68161 -3.28608 -1.46359 -0.097 0.507 0.260 0.35
C -6.07811 -1.88251 -0.57098 0.338 0.514 0.271 -0.38
H -6.94544 -2.50732 -0.74023 0.029 0.012 -0.044 0.37
C -6.22759 -0.64106 0.06885 -0.267 -0.583 -0.139 -0.54
H -7.21652 -0.29799 0.38831 0.357 -0.187 -0.149 0.35
C 4.40456 2.09606 -2.24339 -2.222 -0.596 0.106 -0.63
O 2.95723 1.61433 -2.51482 2.172 1.054 -2.863 -0.37
C 2.29255 1.16294 -1.52760 -0.174 -4.269 3.168 0.52
O 1.29260 0.36668 -1.65969 -0.151 1.997 -2.101 -0.56
H 4.83529 2.24875 -3.23357 -0.218 -0.037 0.200 0.26
H 4.92507 1.30726 -1.69125 -0.217 0.191 -0.169 0.26
H 4.35656 3.02331 -1.66482 0.000 -0.206 -0.156 0.29


Number 1: orbital gap 7.80 eV. Number 2: orbital gap 6.81 eV.